{
  "formula": "C40H78N2O11P",
  "method": "ωB97M-V/def2-TZVPD",
  "lumo_energy_ev": -3.06,
  "orbital_gap_ev": 7.801,
  "charge": 1,
  "elements": ["C", "C", "C", "C", "N", "N", "C", "P", "C", "C", "C", "C", "C", "C", "C", "C", "C", "C", "O", "C", "C", "C", "C", "C", "C", "C", "C", "C", "C", "C", "C", "O", "C", "H", "H", "H", "H", "H", "H", "H", "H", "H", "H", "H", "H", "H", "H", "H", "H", "H", "H", "H", "H", "H", "H", "H", "H", "H", "H", "H", "H", "H", "H", "H", "H", "H", "H", "H", "H", "H", "H", "H", "H", "H", "H", "H", "H", "H", "H", "H", "H", "H", "H", "H", "H", "H", "H", "C", "C", "O", "C", "O", "O", "C", "H", "H", "H", "H", "H", "H", "H", "H", "C", "C", "O", "C", "O", "O", "C", "H", "H", "H", "H", "H", "H", "H", "H", "C", "C", "O", "C", "O", "O", "C", "H", "H", "H", "H", "H", "H", "H", "H"],
  "coordinates": [[-0.099, 3.946, 5.739], [0.975, 4.179, 4.662], [1.012, 2.982, 3.679], [0.796, 3.397, 2.222], [0.715, 2.293, 1.244], [1.221, 1.065, 1.679], [2.543, 0.864, 1.524], [3.561, 2.227, 0.776], [5.299, 2.045, 1.356], [3.463, 1.857, -1.053], [4.769, 2.149, -1.803], [3.114, -0.313, 1.881], [2.338, -1.316, 2.434], [2.998, -2.617, 2.828], [0.975, -1.107, 2.590], [0.082, -2.172, 3.197], [-0.002, -1.897, 4.711], [-0.984, -2.842, 5.440], [1.292, -1.989, 5.297], [0.435, 0.091, 2.188], [-1.053, 0.363, 2.296], [-1.701, 0.032, 0.927], [-3.237, 0.156, 0.950], [-3.792, 1.490, 0.415], [-3.122, 2.790, 0.921], [-3.810, 3.493, 2.125], [-4.554, 2.543, 3.095], [-6.051, 2.343, 2.776], [-6.550, 0.882, 2.868], [-5.903, 0.026, 3.964], [-6.490, -1.404, 3.867], [-5.834, -2.158, 2.862], [-4.717, -2.888, 3.363], [-0.285, 4.843, 6.332], [-1.025, 3.549, 5.317], [0.310, 3.203, 6.432], [1.947, 4.271, 5.151], [0.805, 5.107, 4.106], [1.920, 2.386, 3.826], [0.190, 2.313, 3.967], [-0.170, 3.916, 2.179], [1.565, 4.129, 1.964], [-0.200, 2.194, 0.834], [5.912, 2.669, 0.704], [5.373, 2.471, 2.359], [5.680, 1.021, 1.421], [2.587, 2.352, -1.471], [3.287, 0.776, -1.139], [4.986, 3.211, -1.929], [4.677, 1.709, -2.800], [5.606, 1.640, -1.323], [4.176, -0.439, 1.725], [4.063, -2.482, 2.634], [2.609, -3.399, 2.171], [2.858, -2.828, 3.887], [0.556, -3.152, 3.098], [-0.917, -2.152, 2.770], [-0.359, -0.863, 4.841], [-1.661, -3.312, 4.722], [-1.533, -2.265, 6.187], [-0.445, -3.621, 5.982], [1.257, -1.588, 6.173], [-1.509, -0.230, 3.085], [-1.158, 1.413, 2.576], [-1.329, 0.725, 0.165], [-1.412, -0.994, 0.682], [-3.610, -0.622, 0.273], [-3.644, -0.117, 1.929], [-3.636, 1.468, -0.671], [-4.875, 1.516, 0.542], [-3.167, 3.497, 0.085], [-2.064, 2.682, 1.163], [-4.484, 4.301, 1.829], [-3.009, 3.951, 2.720], [-3.984, 1.614, 3.144], [-4.490, 2.993, 4.092], [-6.217, 2.668, 1.742], [-6.664, 2.993, 3.403], [-7.617, 0.928, 3.119], [-6.489, 0.335, 1.922], [-6.060, 0.430, 4.969], [-4.823, -0.107, 3.830], [-7.524, -1.287, 3.523], [-6.524, -1.906, 4.840], [-3.911, -2.808, 2.625], [-4.414, -2.455, 4.322], [-4.958, -3.950, 3.477], [7.617, -0.247, -8.183], [6.583, 0.722, -8.715], [5.249, 0.262, -8.445], [4.804, 0.482, -7.211], [5.406, 1.034, -6.324], [3.574, -0.030, -7.118], [3.000, 0.073, -5.817], [7.428, -1.252, -8.560], [8.619, 0.062, -8.482], [7.583, -0.297, -7.094], [6.662, 0.790, -9.798], [6.728, 1.724, -8.314], [3.034, 1.098, -5.450], [3.517, -0.595, -5.128], [1.960, -0.234, -5.888], [-3.297, 3.050, -5.973], [-3.227, 2.475, -7.372], [-2.190, 3.098, -8.141], [-0.956, 2.654, -7.908], [-0.649, 1.783, -7.132], [-0.115, 3.349, -8.673], [1.260, 3.016, -8.480], [-3.389, 4.136, -6.011], [-4.152, 2.640, -5.434], [-2.392, 2.819, -5.411], [-4.156, 2.677, -7.903], [-3.090, 1.394, -7.355], [1.425, 1.945, -8.579], [1.593, 3.364, -7.502], [1.832, 3.530, -9.247], [-0.547, -6.467, 1.621], [0.866, -5.983, 1.368], [1.713, -7.051, 0.940], [1.603, -7.379, -0.352], [0.881, -6.847, -1.154], [2.422, -8.399, -0.589], [2.363, -8.904, -1.927], [-0.542, -7.312, 2.311], [-1.158, -5.668, 2.043], [-1.014, -6.807, 0.697], [1.295, -5.607, 2.298], [0.885, -5.165, 0.645], [2.500, -8.107, -2.654], [1.413, -9.410, -2.093], [3.171, -9.623, -2.031]]
}



{
  "formula": "H4S2",
  "method": "ωB97M-V/def2-TZVPD",
  "lumo_energy_ev": 0.94,
  "orbital_gap_ev": 10.743,
  "charge": 0,
  "de_lowest_ev": 0.052,
  "elements": ["S", "H", "H", "S", "H", "H"],
  "coordinates": [[-3.053, 1.899, 3.197], [-2.137, 2.383, 2.337], [-2.181, 1.926, 4.222], [2.715, -1.835, -2.737], [3.205, -2.453, -3.828], [1.451, -1.920, -3.191]]
}